*i*
Entry from the Open Molecules 2025 dataset: one molecule with the formula C9H18O2S (the ωB97M-V functional and the def2-TZVPD basis).

Positions of all 30 atoms, in Å:
C (1.873, -0.169, 0.233)
C (0.896, 0.845, 0.689)
C (-0.354, 0.196, 1.169)
C (-0.472, -0.700, -1.704)
C (1.506, 1.872, 1.680)
C (-1.476, 1.089, 1.128)
C (-0.337, -1.105, 1.909)
C (-1.658, -1.596, -1.555)
C (-0.583, 0.559, -2.488)
O (1.059, -2.544, -0.695)
O (2.019, -0.955, -2.247)
S (1.114, -1.166, -1.192)
H (2.878, 0.014, -0.317)
H (2.239, -0.796, 1.104)
H (0.554, 1.414, -0.111)
H (0.808, 2.648, 1.627)
H (2.598, 2.119, 1.286)
H (1.756, 1.322, 2.643)
H (-2.399, 0.541, 1.120)
H (-1.553, 1.558, 0.156)
H (-1.595, 1.784, 2.041)
H (0.045, -0.967, 3.075)
H (0.086, -1.934, 1.442)
H (-1.329, -1.449, 2.033)
H (-2.512, -1.106, -1.069)
H (-1.412, -2.636, -1.364)
H (-2.141, -1.792, -2.538)
H (-0.704, 1.547, -2.009)
H (-1.358, 0.629, -3.253)
H (0.451, 0.777, -2.793)

Properties
Orbital gap (spin up / spin down) ... 0.247 / 0.326 Eh
2S+1 ... 1
M ... 190.3 g mol⁻¹
LUMO level (spin up / spin down) ... -0.86 / 0.26 eV

*ii*
Entry from the Open Molecules 2025 dataset: one molecule with the formula C9H18O2S (the ωB97M-V functional and the def2-TZVPD basis).

Positions of all 30 atoms, in Å:
C (-1.311, -3.284, -2.668)
C (-1.992, -2.583, -1.462)
C (-1.347, -1.420, -0.615)
C (0.103, -1.686, 0.017)
C (0.713, -0.415, 0.696)
C (-0.010, -0.071, 2.100)
C (0.853, 2.417, 1.851)
C (1.098, 3.146, 0.700)
C (2.449, 3.897, 0.360)
H (-0.163, -3.507, -2.700)
H (-1.658, -4.332, -2.942)
H (-1.204, -2.567, -3.514)
H (-2.110, -3.508, -0.780)
H (-2.999, -2.303, -1.693)
H (-2.263, -1.444, 0.216)
H (-1.219, -0.456, -1.079)
H (0.709, -1.808, -1.003)
H (0.256, -2.642, 0.653)
H (0.686, 0.275, -0.031)
H (1.766, -0.465, 0.893)
H (0.967, -0.010, 2.799)
H (-0.838, -0.765, 2.289)
H (1.485, 2.530, 2.644)
H (2.897, 3.257, -0.498)
H (2.295, 4.983, 0.147)
H (3.466, 3.977, 0.961)
H (-0.562, 2.496, 0.070)
O (-1.455, 1.450, 0.745)
O (0.052, 3.242, -0.224)
S (-0.663, 1.596, 2.068)

Properties
Orbital gap ... 0.342 Eh
2S+1 ... 1
M ... 190.3 g mol⁻¹
LUMO level ... 0.67 eV

Energies relative to the minimum, kcal/mol: *i* 20.2; *ii* 0.0

*i*
Entry from the Open Molecules 2025 dataset: a 2-piece molecular cluster, C8H8N4O4 overall (the ωB97M-V functional and the def2-TZVPD basis).

Positions of all 24 atoms, in Å:
C (-4.303, 0.918, -0.215)
C (-2.880, 0.862, -0.334)
C (-2.191, 0.460, 0.714)
C (-4.162, -0.210, 1.964)
C (2.567, -0.191, -0.952)
C (3.072, 1.123, -0.449)
C (4.463, 1.204, -0.570)
C (4.879, -1.285, -1.020)
H (-5.970, 0.868, 1.073)
H (-2.660, 1.761, -1.129)
H (-1.093, 0.456, 0.936)
H (-2.124, -0.410, 2.666)
H (3.001, -2.197, -1.518)
H (2.498, 1.957, -0.092)
H (4.947, 2.219, -0.370)
H (6.251, 0.002, -0.250)
N (-4.912, 0.533, 1.056)
N (-2.821, -0.159, 1.816)
N (3.515, -1.308, -1.266)
N (5.360, 0.066, -0.928)
O (-4.949, 1.471, -1.045)
O (-4.748, -0.976, 2.794)
O (1.340, -0.290, -1.083)
O (5.668, -2.188, -0.778)

Properties
Orbital gap ... 0.350 Eh
2S+1 ... 1
SMILES string ... O=c1cc[nH]c(=O)[nH]1.O=c1cc[nH]c(=O)[nH]1
M ... 224.2 g mol⁻¹
LUMO level ... -0.03 eV

*ii*
Entry from the Open Molecules 2025 dataset: a 2-piece molecular cluster, C8H8N4O4 overall (the ωB97M-V functional and the def2-TZVPD basis).

Positions of all 24 atoms, in Å:
C (-0.110, -0.486, -2.156)
C (-0.201, -0.724, -3.557)
C (-1.406, -0.547, -4.170)
C (-2.431, 0.257, -2.180)
C (1.381, 0.520, 4.225)
C (2.514, -0.007, 3.555)
C (2.426, -0.303, 2.258)
C (0.164, 0.575, 2.078)
H (-1.123, 0.222, -0.540)
H (0.657, -0.983, -4.156)
H (-1.475, -0.777, -5.238)
H (-3.477, -0.076, -3.897)
H (-0.607, 1.042, 3.982)
H (3.427, -0.243, 4.116)
H (3.223, -0.604, 1.620)
H (1.222, -0.157, 0.451)
N (-1.212, 0.060, -1.521)
N (-2.477, -0.058, -3.533)
N (0.269, 0.823, 3.426)
N (1.319, 0.091, 1.510)
O (0.950, -0.657, -1.560)
O (-3.442, 0.715, -1.664)
O (1.354, 0.662, 5.466)
O (-0.946, 0.657, 1.484)

Properties
Orbital gap ... 0.364 Eh
2S+1 ... 1
SMILES string ... O=c1cc[nH]c(=O)[nH]1.O=c1cc[nH]c(=O)[nH]1
M ... 224.2 g mol⁻¹
LUMO level ... 0.43 eV

Energies relative to the minimum, kcal/mol: *i* 77.3; *ii* 0.0

*i*
Entry from the Open Molecules 2025 dataset: one molecule with the formula CH2N2OS2 (the ωB97M-V functional and the def2-TZVPD basis).

Positions of all 8 atoms, in Å:
C (0.551, 0.320, 0.110)
N (-0.952, -0.283, 0.081)
N (0.905, 0.554, -1.147)
O (-2.598, -1.569, 1.330)
S (1.358, 0.610, 1.475)
S (-1.268, -1.019, 1.394)
H (0.239, 0.353, -1.877)
H (1.764, 1.034, -1.365)

Properties
Orbital gap ... 0.298 Eh
2S+1 ... 1
M ... 122.2 g mol⁻¹
LUMO level ... -1.02 eV

*ii*
Entry from the Open Molecules 2025 dataset: one molecule with the formula CH2N2OS2 (the ωB97M-V functional and the def2-TZVPD basis).

Positions of all 8 atoms, in Å:
C (-0.866, -0.130, 0.086)
N (0.478, -0.322, 0.064)
N (-1.785, -0.908, -0.055)
O (1.938, 1.584, -0.551)
S (1.979, -1.312, 0.041)
S (1.677, 0.727, 0.590)
H (-0.804, 1.018, 0.228)
H (-2.617, -0.657, -0.402)

Properties
Orbital gap ... 0.307 Eh
2S+1 ... 1
M ... 122.2 g mol⁻¹
LUMO level ... -0.89 eV

Energies relative to the minimum, kcal/mol: *i* 0.0; *ii* 51.1

*i*
Entry from the Open Molecules 2025 dataset: one molecule with the formula C7H6O2 (the ωB97M-V functional and the def2-TZVPD basis).

Positions of all 15 atoms, in Å:
C (2.171, -1.214, 0.279)
C (0.914, -1.387, -0.332)
C (0.223, -0.065, -0.072)
C (0.243, 2.118, -0.011)
C (-1.175, 1.871, -0.089)
C (-1.111, 0.464, -0.055)
C (-2.051, -0.681, 0.066)
H (2.501, -0.236, 1.067)
H (2.752, -2.160, -0.110)
H (0.558, -2.419, -0.853)
H (0.652, 3.133, 0.107)
H (-2.091, 2.096, 0.187)
H (-1.323, -1.672, 0.026)
O (1.075, 1.086, -0.234)
O (-3.339, -0.935, 0.023)

Properties
Orbital gap ... 0.309 Eh
2S+1 ... 1
SMILES string ... C=Cc1occc1C=O
M ... 122.1 g mol⁻¹
LUMO level ... -0.28 eV

*ii*
Entry from the Open Molecules 2025 dataset: C7H6O2 as an isolated structure (the ωB97M-V functional and the def2-TZVPD basis).

Positions of all 15 atoms, in Å:
C (2.683, -0.238, -0.088)
C (-0.271, -0.999, -0.588)
C (1.776, 0.532, -0.836)
C (-0.760, 0.125, 0.269)
C (0.446, 0.074, 1.209)
C (0.169, 1.331, 0.530)
C (1.091, -0.644, -0.092)
O (3.710, -0.556, 0.405)
O (1.114, 1.758, -0.397)
H (-0.511, -2.044, -0.287)
H (-0.605, -0.783, -1.683)
H (1.970, 0.564, -1.977)
H (-1.817, 0.258, 0.657)
H (0.686, -0.237, 2.273)
H (-0.309, 2.226, 0.994)

Properties
Orbital gap ... 0.352 Eh
2S+1 ... 1
M ... 122.1 g mol⁻¹
LUMO level ... 0.45 eV

Energies relative to the minimum, kcal/mol: *i* 4.8; *ii* 0.0

*i*
Entry from the Open Molecules 2025 dataset: C5H6O3 as an isolated structure (the ωB97M-V functional and the def2-TZVPD basis).

Positions of all 14 atoms, in Å:
C (-0.301, 1.315, 0.518)
C (-1.197, 0.278, -0.223)
C (-0.238, -0.334, -1.448)
C (1.209, -0.727, 0.502)
C (0.287, 0.160, 1.172)
H (-2.324, 0.350, -0.689)
H (-0.900, -0.784, -2.468)
H (-0.131, 0.602, -1.949)
H (1.267, -1.705, 1.098)
H (2.167, -0.164, 0.556)
H (0.615, 0.474, 2.257)
O (-0.186, 2.573, 0.599)
O (0.641, -1.299, -0.777)
O (-0.909, -0.740, 0.852)

Properties
Orbital gap ... 0.371 Eh
2S+1 ... 1
M ... 114.1 g mol⁻¹
LUMO level ... 0.07 eV

*ii*
Entry from the Open Molecules 2025 dataset: one molecule with the formula C5H6O3 (the ωB97M-V functional and the def2-TZVPD basis).

Positions of all 14 atoms, in Å:
C (0.407, 0.175, 0.463)
C (-0.465, -1.084, 0.252)
C (-1.495, -0.256, -0.242)
C (-0.791, 1.068, 0.075)
C (1.365, 0.277, -0.772)
H (2.083, 0.501, 1.245)
H (-0.243, -1.997, -0.430)
H (-0.637, -1.483, 1.260)
H (-1.439, -0.091, -1.318)
H (-2.525, -0.602, 0.144)
H (1.084, 0.134, -1.860)
O (1.108, 0.483, 1.620)
O (-0.911, 2.317, 0.055)
O (2.459, 0.557, -0.491)

Properties
Orbital gap ... 0.367 Eh
2S+1 ... 1
SMILES string ... O=C[C@]1(O)CCC1=O
M ... 114.1 g mol⁻¹
LUMO level ... 0.30 eV

*iii*
Entry from the Open Molecules 2025 dataset: one molecule with the formula C5H6O3 (the ωB97M-V functional and the def2-TZVPD basis).

Positions of all 14 atoms, in Å:
C (-0.673, 1.508, 0.046)
C (-1.708, 0.734, -0.237)
C (0.408, -0.483, 0.425)
C (2.711, -0.419, 0.006)
C (-2.372, -0.400, -0.563)
O (0.559, 0.884, 0.378)
O (-3.171, -1.068, 0.344)
O (1.491, -1.080, 0.219)
H (-0.817, 2.615, 0.031)
H (2.797, -0.430, -1.037)
H (3.624, -1.044, 0.418)
H (2.613, 0.579, 0.442)
H (-2.355, -0.754, -1.670)
H (-3.108, -0.642, 1.198)

Properties
Orbital gap ... 0.333 Eh
2S+1 ... 1
M ... 114.1 g mol⁻¹
LUMO level ... 0.84 eV

Energies relative to the minimum, kcal/mol: *i* 66.5; *ii* 0.0; *iii* 63.0

*i*
Entry from the Open Molecules 2025 dataset: C5H6O3 as an isolated structure (the ωB97M-V functional and the def2-TZVPD basis).

Positions of all 14 atoms, in Å:
C (0.892, 0.401, -0.560)
C (0.740, -0.511, 0.675)
C (-0.450, -0.257, -0.966)
C (-1.447, 0.278, 0.264)
C (-0.497, 0.146, 1.393)
H (1.803, -0.518, -1.986)
H (0.737, 1.469, -0.257)
H (1.537, -0.889, 1.240)
H (-1.007, -0.392, -1.910)
H (-2.524, 0.202, 0.339)
H (-0.774, -0.094, 2.450)
O (1.931, 0.206, -1.433)
O (0.011, -1.492, -0.229)
O (-0.951, 1.450, 0.981)

Properties
Orbital gap ... 0.385 Eh
2S+1 ... 1
M ... 114.1 g mol⁻¹
LUMO level ... 0.95 eV

*ii*
Entry from the Open Molecules 2025 dataset: C5H6O3 as an isolated structure (the ωB97M-V functional and the def2-TZVPD basis).

Positions of all 14 atoms, in Å:
C (-1.062, -0.290, -0.069)
C (-0.258, 0.152, 1.129)
C (-0.221, 1.468, 0.368)
C (-0.129, 0.703, -0.897)
C (1.316, -0.853, -0.230)
H (-0.671, 0.175, 2.151)
H (0.601, 2.127, 0.629)
H (-1.111, 2.034, 0.376)
H (-0.659, 1.055, -1.765)
H (0.608, -1.655, -0.449)
H (2.354, -1.151, -0.211)
O (-2.044, -0.937, -0.292)
O (1.115, 0.175, -1.139)
O (1.053, -0.447, 1.114)

Properties
Orbital gap ... 0.383 Eh
2S+1 ... 1
M ... 114.1 g mol⁻¹
LUMO level ... 0.81 eV

*iii*
Entry from the Open Molecules 2025 dataset: one molecule with the formula C5H6O3 (the ωB97M-V functional and the def2-TZVPD basis).

Positions of all 14 atoms, in Å:
C (1.493, 0.903, 0.986)
C (-1.145, -1.818, -0.595)
C (0.470, 1.356, -0.024)
C (0.012, -1.063, -0.745)
C (-0.349, 0.303, -0.746)
O (-2.135, -0.461, -0.326)
O (-1.602, -2.893, -0.456)
O (0.251, 2.524, -0.259)
H (-2.328, -0.462, 0.625)
H (0.994, -1.483, -0.596)
H (-0.908, 0.750, -1.561)
H (1.022, 0.290, 1.759)
H (1.971, 1.771, 1.434)
H (2.254, 0.283, 0.504)

Properties
Orbital gap (spin up / spin down) ... 0.282 / 0.282 Eh
2S+1 ... 1
SMILES string ... CC(=O)/C=C/C(=O)O
M ... 114.1 g mol⁻¹
LUMO level (spin up / spin down) ... -1.32 / -1.32 eV

Energies relative to the minimum, kcal/mol: *i* 37.4; *ii* 0.0; *iii* 18.5